(1)
Entry from OMol25: a molecular structure, C45H42BCl2N8O10Ta at a distorted geometry (ωB97M-V/def2-TZVPD).

Last column: Löwdin charge in e.
CARTESIAN COORDINATES (ANGSTROEM)
Ta1 1.0321 -0.9863 -0.1259  1.911
C1 -5.8876 7.6161 3.5565  -0.050
O1 -5.6259 6.3034 3.0632  -0.062
C2 -4.9532 6.1856 1.9076  -0.274
C3 -4.8099 4.8751 1.4245  0.015
C4 -4.1185 4.6342 0.2628  -0.048
C5 -3.5653 5.7017 -0.4466  -0.284
C6 -3.7743 7.0032 -0.0120  0.004
C7 -4.4412 7.2560 1.1773  0.007
N1 -2.8814 5.5847 -1.6833  0.098
N2 -2.1455 4.6394 -1.9801  0.080
C8 -1.6921 3.6118 -1.0864  -0.188
C9 -1.2819 3.8011 0.2126  0.014
C10 -0.5213 2.8286 0.9080  0.053
C11 -0.1805 1.6925 0.2470  -0.274
O2 0.6079 0.6644 0.6845  -0.259
C12 -0.5929 1.4532 -1.0730  -0.160
N3 -0.1780 0.2613 -1.5963  0.003
C13 -0.5307 -0.0080 -2.8477  -0.079
C14 -1.2911 0.8725 -3.6208  0.002
C15 -1.6976 2.0770 -3.0935  0.064
C16 -1.3564 2.3947 -1.7636  -0.073
H1 -6.4589 7.4815 4.4687  0.099
H2 -6.4757 8.1912 2.8399  0.102
H3 -4.9561 8.1390 3.7794  0.099
H4 -5.2908 4.0809 1.9813  0.115
H5 -4.0344 3.6271 -0.1214  0.090
H6 -3.4017 7.8193 -0.6171  0.125
H7 -4.5799 8.2750 1.5040  0.112
H8 -1.5123 4.7301 0.7144  0.127
H9 -0.1844 3.0139 1.9191  0.133
H10 -0.1900 -0.9479 -3.2635  0.130
H11 -1.5279 0.5986 -4.6388  0.125
H12 -2.2559 2.7900 -3.6857  0.132
O3 -1.1701 -6.1269 -2.9723  0.159
C17 -2.2527 -5.3696 -2.8360  -0.484
O4 -3.3118 -5.6835 -3.2931  0.124
C18 -2.1132 -4.0753 -2.0827  -0.020
C19 -3.1779 -3.2490 -1.7491  -0.554
Cl1 -4.8303 -3.5296 -1.9211  0.895
N4 -2.6811 -2.1461 -1.1265  -0.033
N5 -1.3476 -2.2198 -1.0186  0.091
C20 -1.0037 -3.3634 -1.5965  -0.158
C21 0.4311 -3.7122 -1.5258  -0.453
O5 0.9314 -4.7537 -1.8373  0.178
O6 1.1420 -2.7027 -0.9847  -0.203
C22 -3.3887 -1.0114 -0.6097  -0.198
C23 -4.4006 -0.4211 -1.3517  -0.032
C24 -5.1032 0.6396 -0.7995  -0.040
C25 -4.7867 1.1109 0.4666  -0.067
C26 -3.7359 0.5453 1.1750  -0.049
C27 -3.0353 -0.5229 0.6384  -0.015
H13 -0.3729 -5.7435 -2.5600  0.073
H14 -4.6419 -0.7674 -2.3460  0.108
H15 -5.9061 1.0924 -1.3655  0.123
H16 -5.3645 1.9153 0.9011  0.102
H17 -3.4748 0.9209 2.1562  0.115
H18 -2.2472 -1.0022 1.2019  0.083
Cl2 -2.1154 -5.2061 2.5412  0.778
C28 -1.4132 -3.6496 2.6949  -0.634
C29 -1.6781 -2.8371 3.7834  -0.033
C30 -1.0500 -1.6016 3.8444  -0.013
C31 -0.2170 -1.2145 2.8157  -0.125
N6 0.0175 -1.9970 1.7428  -0.054
C32 -0.5568 -3.2043 1.7022  -0.163
H19 -2.3474 -3.1706 4.5653  0.131
H20 -1.2103 -0.9394 4.6832  0.127
H21 0.2818 -0.2573 2.8323  0.110
H22 -0.3215 -3.8586 0.8809  0.098
C33 3.7833 1.0091 -4.0189  -0.003
C34 4.1700 -0.2157 -3.2083  -0.437
C35 4.7237 -1.3000 -4.1092  0.003
O7 2.9183 -0.7309 -2.6180  0.073
B1 2.9156 -0.3809 -1.3091  -0.642
O8 4.0590 0.1892 -0.8568  0.071
C36 5.0500 0.1021 -1.9453  -0.435
C37 5.9972 -1.0195 -1.5546  0.001
C38 5.7838 1.4260 -2.0113  0.003
H23 3.0586 0.7145 -4.7776  0.098
H24 4.6469 1.4375 -4.5259  0.102
H25 3.3324 1.7810 -3.3938  0.097
H26 4.0394 -1.4652 -4.9405  0.099
H27 4.8561 -2.2410 -3.5804  0.092
H28 5.6854 -0.9943 -4.5241  0.108
H29 5.4683 -1.9657 -1.4309  0.098
H30 6.4766 -0.7659 -0.6093  0.098
H31 6.7776 -1.1577 -2.3022  0.103
H32 5.0955 2.2661 -2.0724  0.092
H33 6.4432 1.4541 -2.8797  0.107
H34 6.4011 1.5481 -1.1219  0.098
O9 1.7685 -5.3496 2.0053  -0.059
C39 2.2469 -5.1273 3.3244  -0.238
N7 3.6734 -5.0633 3.4354  0.112
C40 4.5097 -4.0033 3.2190  -0.421
O10 5.7024 -4.0907 3.3897  0.115
C41 3.9676 -2.6569 2.7839  -0.068
C42 4.6667 -1.5385 3.2396  0.057
C43 4.3296 -0.2858 2.7672  0.015
C44 3.3252 -0.1764 1.8275  -0.096
N8 2.6288 -1.2454 1.3975  -0.087
C45 2.9560 -2.4700 1.8698  -0.044
H35 2.0506 -6.2211 1.7006  0.111
H36 1.8938 -5.9099 3.9953  0.140
H37 1.8067 -4.1812 3.6398  0.122
H38 4.1748 -5.9062 3.6795  0.161
H39 5.4841 -1.6814 3.9345  0.142
H40 4.8575 0.6006 3.0872  0.130
H41 3.0582 0.7785 1.4022  0.120
H42 2.4231 -3.3120 1.4479  0.105

Cartesian forces, eV/Å:
-1.4122 -0.4411 -0.1462
0.0110 -0.0082 0.0075
-0.0114 0.0085 -0.0515
-0.0350 0.0587 0.0477
-0.0203 -0.0339 -0.0225
-0.2062 0.0275 -0.0005
-0.0363 0.0884 -0.0896
-0.0462 -0.0073 0.0521
0.0288 -0.0555 -0.0139
-0.0472 0.0966 0.0860
-0.0064 -0.1777 0.0218
0.1651 0.0630 -0.1446
0.1693 -0.0168 0.0168
0.0126 0.1474 -0.1603
0.1860 -0.3891 -0.2653
-0.1844 0.5436 0.8579
-0.0286 0.0039 0.2112
0.4136 0.0492 -0.2882
0.0760 -0.0130 -0.1408
0.0422 -0.0474 0.0212
0.0292 0.0551 0.0598
-0.0342 -0.0572 -0.0382
0.0077 -0.0009 0.0067
-0.0024 -0.0065 -0.0062
-0.0047 0.0071 0.0113
0.0402 -0.0096 0.0064
-0.0372 0.0020 0.0212
0.0105 -0.0058 -0.0014
0.0084 0.0031 0.0142
0.0441 -0.0298 -0.0004
-0.0071 0.0038 0.0050
0.0312 0.0084 0.0017
-0.0100 0.0045 0.0009
-0.0074 -0.0015 0.0025
0.0125 0.0503 0.0453
-0.0164 -0.0242 -0.0072
-0.0147 0.0104 0.0166
-0.0066 0.1176 -0.0505
-0.0290 -0.1162 0.0487
0.0045 0.0907 0.0047
-0.0014 0.0406 -0.0682
-0.0050 -0.0525 0.0448
0.0942 -0.1860 0.0457
0.2216 0.1504 0.0636
-0.1084 0.0051 -0.0536
-0.0037 -0.2037 -0.1228
0.0019 0.0430 -0.0030
0.0702 0.0868 -0.0355
-0.0094 0.0086 -0.0186
0.0183 0.0064 -0.0073
0.0131 0.0197 -0.0128
-0.0461 -0.0803 0.0785
0.0171 -0.0225 -0.0181
0.0044 -0.0805 0.0064
-0.0086 0.0066 0.0158
0.0090 0.0098 -0.0034
-0.0147 -0.0094 0.0041
-0.0258 -0.0125 -0.0069
-0.0046 0.0054 0.0043
0.0271 -0.0697 -0.0209
-0.0024 0.0292 0.0389
-0.0078 -0.0344 -0.0065
0.0763 -0.0974 -0.0106
0.0743 0.1631 0.1837
0.1019 -0.0205 0.0592
-0.0020 0.0024 -0.0033
0.0100 0.0027 0.0012
-0.0062 0.0344 -0.0104
0.0291 -0.0255 -0.0572
-0.0447 0.0313 0.0299
-0.0260 -0.0456 -0.0049
0.0437 0.0409 -0.0470
-0.0474 0.0200 -0.0114
0.3053 -0.0699 0.1801
-0.0569 0.0838 -0.1243
-0.0049 0.0457 -0.0098
-0.0180 -0.0399 0.0053
0.0517 -0.0123 -0.0229
0.0019 -0.0022 -0.0026
0.0066 -0.0088 0.0044
0.0016 -0.0036 0.0121
-0.0035 -0.0006 0.0015
-0.0023 0.0069 0.0069
-0.0016 0.0022 0.0000
-0.0053 -0.0015 -0.0075
-0.0113 -0.0051 0.0063
-0.0005 0.0169 -0.0028
-0.0013 -0.0042 -0.0162
0.0122 -0.0139 0.0075
-0.0174 0.0061 0.0107
0.0022 0.1206 -0.0010
-0.0518 0.0043 -0.0117
0.0410 0.0718 -0.1408
-0.0822 -0.0021 0.0524
0.0802 -0.0311 0.0040
0.0384 -0.0740 0.0484
0.0254 0.0002 0.0008
-0.0021 -0.0114 -0.0226
-0.1675 -0.0989 0.0985
0.4406 0.2373 -0.0863
-0.0121 0.0162 -0.2574
-0.0243 0.0289 0.0089
0.0097 -0.0108 0.0135
-0.0070 0.0029 0.0003
-0.0014 0.0149 0.0318
-0.0060 -0.0019 -0.0017
-0.0047 -0.0026 0.0146
-0.0080 0.0100 -0.0131
-0.0639 -0.0377 0.0187

## Properties
highest occupied orbital energy	-12.210	eV
E_tot	-3932.4389	Eh
energy above the lowest of the compared OMol25 structures with the same formula, charge and spin	0.582	eV
Kohn-Sham gap	0.2077	Ha
LUMO	-6.6	eV
net charge	+2
multiplicity	1

(2)
Entry from OMol25: a single C6H8Cl2N2O molecule at a distorted geometry (ωB97M-V/def2-TZVPD).

Last column: Löwdin charge in e.
CARTESIAN COORDINATES (ANGSTROEM)
C1 0.9336 1.1763 0.2750  -0.376
C2 2.6612 -0.3987 1.0865  -0.778
C3 -1.3051 -1.4003 0.9573  0.083
C4 2.2501 0.8958 0.6078  -0.645
C5 0.7041 2.6142 -0.0429  -0.091
C6 -0.0335 -1.2962 -1.0037  -0.009
N1 -0.1624 0.4381 0.5955  0.076
N2 -0.3917 -0.7881 0.2768  -0.290
O1 1.9215 -1.2745 1.4257  0.017
Cl1 4.4694 -0.5819 1.4639  0.527
Cl2 3.4605 2.0754 0.3343  0.688
H1 -1.7881 -2.2916 0.6013  0.089
H2 -1.6279 -0.8762 1.8322  0.095
H3 1.4845 2.8143 -0.8438  0.062
H4 0.8436 3.2105 0.9545  0.133
H5 -0.2871 2.6187 -0.5475  0.084
H6 0.2465 -0.5178 -1.7960  0.135
H7 0.8733 -1.9697 -0.8166  0.126
H8 -0.8014 -1.9271 -1.3736  0.074

Cartesian forces, eV/Å:
0.9267 -0.5458 1.9632
0.1945 0.0946 1.1691
0.0606 -0.3874 0.1909
-0.0314 -1.1324 -1.1190
-0.2043 0.0355 -0.5937
3.5874 -0.9855 -1.6544
0.7703 2.8724 -0.2108
-2.2632 -0.1380 0.1222
0.3752 -0.2900 -0.3545
-0.8351 -0.0949 -0.2943
0.6373 0.4232 -0.0006
0.2481 -0.1370 -0.1211
-0.1161 -0.1007 0.3700
-1.0328 0.5633 1.2220
-0.4309 -0.6522 -2.2756
0.4260 0.7765 0.8287
-0.5389 -0.8685 1.6038
-1.0154 0.9752 -0.5222
-0.7579 -0.4082 -0.3237

## Properties
highest occupied orbital energy (spin up / spin down)	-8.108 / -8.108	eV
E_tot	-1338.4388	Eh
energy above the lowest of the compared OMol25 structures with the same formula, charge and spin	1.750	eV
Kohn-Sham gap (spin up / spin down)	0.2869 / 0.2870	Ha
LUMO (spin up / spin down)	-0.3 / -0.3	eV
multiplicity	1

(3)
Entry from OMol25: a single C4H4O2 molecule at a distorted geometry (ωB97M-V/def2-TZVPD).

Last column: Löwdin charge in e.
CARTESIAN COORDINATES (ANGSTROEM)
C1 -0.1658 -0.3528 -0.9786  -0.427
C2 -0.0139 0.9701 -0.1803  -0.116
C3 0.1982 0.7753 1.3225  -0.141
C4 0.5907 0.7952 2.5189  0.107
H1 -0.0998 -2.3038 -0.6725  0.157
H2 0.8079 1.7774 -0.4753  0.162
H3 -1.0577 1.5737 -0.2635  0.167
H4 0.7070 0.7270 3.5691  0.010
O1 0.0082 -1.4637 -0.1016  0.026
O2 -0.5098 -0.3990 -2.1800  0.055

Cartesian forces, eV/Å:
-0.8229 -0.5694 -1.6399
-0.9543 2.2171 1.5990
1.9130 0.4195 3.3451
-2.1581 -0.2162 -5.3704
0.1403 1.8750 1.1002
-1.6586 -2.2080 -0.0655
2.3684 -1.5251 -0.1314
0.1768 0.0153 0.2185
-0.4684 0.2728 -3.4006
1.4638 -0.2809 4.3450

## Properties
highest occupied orbital energy	-10.062	eV
structure (SMILES)	C#CCC(=O)O
E_tot	-305.2060	Eh
energy above the lowest of the compared OMol25 structures with the same formula, charge and spin	1.999	eV
Kohn-Sham gap	0.3916	Ha
LUMO	0.6	eV
multiplicity	1